[1]
Density functional theory data (ωB97M-V/def2-TZVPD) for a molecular structure, C44H65BrClFIN4O7RbSi2Te.

Calculated values
DFT total energy   -184068.52687 eV
Energy above the lowest of the compared OMol25 structures with the same formula, charge and spin   19.8 kJ/mol
Total charge   0
Kohn-Sham gap   7.54 eV

Geometry as XYZ:
```
128
Properties=species:S:1:pos:R:3:forces:R:3:lowdin_charge:R:1
Rb -0.661 1.122 1.286 0.0 -0.8 0.2 0.92
C 1.493 7.550 3.982 0.0 0.0 0.0 -0.04
C 2.112 7.610 2.589 0.0 0.0 0.0 -0.31
C 3.595 7.929 2.706 0.0 0.0 0.0 -0.15
C 4.282 7.859 1.356 0.0 0.0 0.0 -0.13
C 4.102 6.485 0.780 0.0 0.0 0.0 -0.14
C 5.068 5.896 0.000 0.0 0.0 0.0 0.05
C 4.856 4.631 -0.539 0.0 0.0 0.0 -0.26
F 5.835 4.092 -1.297 0.0 0.0 0.0 0.06
C 3.700 3.942 -0.327 0.0 0.0 0.0 0.07
C 2.703 4.522 0.468 0.0 0.0 0.0 -0.04
C 1.445 3.782 0.655 0.0 0.0 0.0 -0.32
O 1.302 2.629 0.232 0.2 0.3 -0.1 -0.08
C 0.426 4.514 1.367 0.0 0.0 0.0 -0.03
C 0.721 5.701 1.942 0.0 0.0 0.0 0.03
N 1.916 6.339 1.848 0.0 0.0 0.0 0.02
C 2.905 5.784 1.043 0.0 0.0 0.0 -0.07
C -0.941 3.888 1.556 0.0 0.3 0.1 -0.71
O -1.641 3.759 0.526 0.0 0.0 0.0 -0.06
O -1.218 3.468 2.703 0.0 0.2 0.1 -0.08
H 1.823 8.421 4.550 0.0 0.0 0.0 0.09
H 1.825 6.652 4.506 0.0 0.0 0.0 0.10
H 0.406 7.564 3.975 0.0 0.0 0.0 0.07
H 1.629 8.407 2.012 0.0 0.0 0.0 0.16
H 4.059 7.220 3.397 0.0 0.0 0.0 0.13
H 3.691 8.923 3.144 0.0 0.0 0.0 0.12
H 5.344 8.093 1.441 0.0 0.0 0.0 0.12
H 3.844 8.603 0.682 0.0 0.0 0.0 0.13
H 5.997 6.412 -0.207 0.0 0.0 0.0 0.13
H 3.525 2.966 -0.756 0.0 0.0 0.0 0.13
H -0.030 6.204 2.533 0.0 0.0 0.0 0.14
O -1.101 1.178 4.253 0.0 0.0 0.0 -0.22
H -1.373 1.350 5.159 0.0 0.0 0.0 0.05
H -1.251 2.023 3.779 0.0 0.2 0.2 -0.02
O -0.638 -1.423 0.299 0.0 -0.3 0.0 -0.23
H 0.191 -1.054 -0.029 0.0 -0.2 -0.2 -0.01
H -0.654 -2.332 -0.023 -0.1 0.0 0.0 0.01
O -3.278 1.648 0.243 0.0 0.1 0.0 -0.25
H -4.177 1.938 0.067 0.0 0.0 0.0 0.05
H -2.769 2.476 0.427 -0.2 0.3 -0.1 -0.03
Br -5.469 -3.278 4.094 0.0 0.0 0.0 0.72
C -5.379 -2.752 2.280 0.0 0.0 0.0 -0.74
C -6.205 -3.409 1.375 0.0 0.0 0.0 -0.14
C -6.165 -3.074 0.032 -0.1 0.1 0.0 -0.12
C -5.300 -2.083 -0.410 0.0 0.0 0.0 -0.09
C -4.478 -1.429 0.492 0.0 0.1 0.0 -0.16
C -4.514 -1.756 1.847 0.0 0.1 -0.1 -0.74
I -3.197 -0.730 3.094 -0.1 -0.1 0.2 1.08
H -6.869 -4.183 1.732 0.0 0.0 0.0 0.10
H -6.808 -3.594 -0.666 0.0 0.0 0.0 0.11
H -5.256 -1.821 -1.459 0.0 0.0 0.0 0.11
H -3.798 -0.655 0.154 0.0 0.0 0.0 0.07
C 1.541 -3.974 0.013 -0.1 -0.1 0.0 -0.02
C 2.923 -4.595 0.254 0.0 0.1 -0.1 -0.49
C 2.957 -5.915 -0.531 0.0 0.0 0.0 -0.04
C 4.004 -3.685 -0.351 -0.1 0.0 0.0 -0.03
C 3.220 -4.859 1.764 0.2 -0.1 0.0 -0.41
O 4.504 -5.522 1.851 0.0 0.1 -0.1 -0.03
C 2.236 -5.814 2.475 0.0 0.0 0.1 -0.10
C 0.892 -5.372 3.073 -0.1 -0.1 0.0 -0.12
C -0.292 -5.351 2.138 -0.1 0.0 0.1 -0.24
C -1.102 -4.225 2.036 -0.1 0.0 0.1 -0.03
C -2.185 -4.192 1.165 0.0 0.1 0.0 -0.09
C -2.453 -5.299 0.380 0.0 0.0 0.0 -0.64
Cl -3.787 -5.256 -0.736 0.1 -0.1 0.0 0.71
C -1.681 -6.445 0.479 0.0 0.0 0.0 -0.10
C -0.614 -6.464 1.364 0.0 0.0 0.0 -0.05
C 3.583 -3.609 2.601 0.0 -0.1 0.0 -0.04
N 2.664 -2.488 2.670 0.1 0.1 0.1 -0.10
C 2.578 -1.407 1.880 0.0 0.0 0.1 -0.16
N 1.658 -0.583 2.326 -0.1 0.1 0.0 0.06
C 1.205 -1.211 3.444 0.0 0.1 0.0 -0.20
N 1.801 -2.351 3.703 -0.1 0.0 -0.2 0.11
H 1.493 -3.610 -1.016 0.1 0.0 0.0 0.08
H 1.321 -3.139 0.677 0.0 -0.1 0.0 0.06
H 0.742 -4.712 0.135 0.2 0.2 -0.1 0.08
H 2.692 -5.710 -1.570 0.0 0.0 0.0 0.09
H 2.235 -6.645 -0.159 0.0 0.0 0.0 0.08
H 3.951 -6.366 -0.541 0.0 0.0 0.0 0.09
H 3.887 -3.662 -1.436 0.0 0.0 0.0 0.09
H 5.003 -4.054 -0.123 0.0 0.0 0.0 0.09
H 3.933 -2.653 -0.003 0.0 -0.2 -0.1 0.05
H 4.393 -6.432 1.558 0.0 0.0 0.0 0.09
H 2.828 -6.213 3.302 0.0 0.0 0.0 0.13
H 2.058 -6.663 1.808 0.0 0.0 0.1 0.10
H 0.979 -4.412 3.576 0.0 0.0 0.0 0.08
H 0.676 -6.100 3.862 0.0 0.0 0.0 0.13
H -0.889 -3.351 2.642 0.0 0.0 0.0 0.10
H -2.818 -3.315 1.101 0.1 -0.1 0.0 0.08
H -1.920 -7.310 -0.125 0.0 0.0 0.0 0.10
H -0.019 -7.367 1.446 0.0 0.0 0.0 0.12
H 4.533 -3.233 2.227 0.0 0.0 0.0 0.14
H 3.751 -3.943 3.623 0.0 0.0 0.0 0.14
H 3.181 -1.261 0.999 0.0 0.1 0.1 0.12
H 0.433 -0.798 4.076 0.0 0.0 0.0 0.10
C 0.299 -2.219 -5.687 0.0 0.0 0.0 -0.18
Si -0.892 -1.617 -4.371 0.0 0.0 0.0 0.38
C -0.783 -2.745 -2.871 0.0 0.0 0.0 -0.18
C -2.639 -1.653 -5.042 0.0 0.0 0.0 -0.19
C -0.436 0.127 -3.861 0.0 0.0 0.0 -0.58
Te -1.601 0.798 -2.180 0.0 -0.1 -0.3 1.27
C -1.378 2.881 -2.639 0.0 0.0 0.0 -0.55
Si -2.791 3.559 -3.656 0.0 0.0 0.0 0.39
C -4.364 3.419 -2.649 0.0 0.0 0.0 -0.18
C -2.982 2.606 -5.259 0.0 0.0 0.0 -0.18
C -2.457 5.362 -4.051 0.0 0.0 0.0 -0.18
H 0.047 -3.233 -6.007 0.0 0.0 0.0 0.03
H 1.328 -2.229 -5.321 0.0 0.0 0.0 0.03
H 0.264 -1.573 -6.567 0.0 0.0 0.0 0.03
H -0.810 -3.799 -3.157 0.0 0.0 0.0 0.04
H -1.622 -2.564 -2.193 0.0 0.0 0.0 0.02
H 0.147 -2.570 -2.323 0.0 0.0 0.0 0.01
H -2.974 -2.681 -5.193 0.0 0.0 0.0 0.03
H -2.708 -1.133 -6.000 0.0 0.0 0.0 0.03
H -3.329 -1.171 -4.346 0.0 0.0 0.0 0.01
H -0.639 0.820 -4.681 0.0 0.0 0.0 0.00
H 0.622 0.207 -3.604 0.0 0.0 0.0 0.01
H -0.402 2.967 -3.120 0.0 0.0 0.0 0.02
H -1.317 3.392 -1.676 0.0 0.0 0.0 -0.01
H -4.563 2.372 -2.408 0.0 0.0 0.0 0.01
H -5.226 3.811 -3.193 0.0 0.0 0.0 0.03
H -4.269 3.976 -1.713 0.0 0.0 0.0 0.04
H -3.125 1.539 -5.068 0.0 0.0 0.0 0.01
H -2.107 2.724 -5.903 0.0 0.0 0.0 0.03
H -3.852 2.965 -5.815 0.0 0.0 0.0 0.03
H -2.321 5.943 -3.135 0.0 0.0 0.0 0.03
H -3.286 5.804 -4.609 0.0 0.0 0.0 0.03
H -1.552 5.471 -4.654 0.0 0.0 0.0 0.03
```
Forces are in eV/Å.

***

[2]
Density functional theory data (ωB97M-V/def2-TZVPD) for a molecular structure, C44H65BrN3OP2SiTi.

Calculated values
DFT total energy   -172812.17833 eV
Energy above the lowest of the compared OMol25 structures with the same formula, charge and spin   0.0 kJ/mol
Total charge   +1
Kohn-Sham gap (alpha / beta)   6.24 / 7.11 eV
Multiplicity   3
<S²>   2.020

Geometry as XYZ:
```
118
Properties=species:S:1:pos:R:3:forces:R:3:mulliken_spin:R:1
Ti -0.155 0.392 -0.050 -0.2 -0.3 1.9 1.31
C 3.593 -1.048 -0.431 -0.3 -0.1 0.1 0.01
Si 2.080 -0.502 0.641 0.9 -0.1 0.4 0.00
C 1.550 -2.050 1.693 0.0 0.1 -0.2 -0.03
C 2.370 -3.174 1.823 0.0 0.0 0.0 0.00
C 1.925 -4.351 2.409 0.0 0.0 0.0 0.00
C 0.620 -4.441 2.870 0.0 0.0 0.0 0.00
C -0.208 -3.332 2.790 0.0 -0.1 -0.1 0.00
C 0.248 -2.139 2.227 -0.1 -0.1 0.0 0.04
P -0.717 -0.583 2.315 -0.1 -0.7 0.7 0.09
C -0.637 -0.255 4.169 0.1 0.3 -0.3 0.00
C -0.782 -1.448 5.118 -0.2 0.1 0.1 0.00
C -0.785 -0.979 6.577 0.2 -0.1 0.0 0.00
C 0.485 -0.203 6.915 -0.1 0.1 -0.1 0.00
C 0.646 0.977 5.960 0.1 -0.2 0.0 0.00
C 0.654 0.492 4.511 -0.2 0.1 0.1 0.01
C -2.565 -0.777 2.056 0.3 -0.1 -0.1 -0.05
C -3.421 -1.917 2.609 -0.1 0.2 0.1 0.00
C -4.900 -1.534 2.463 0.0 -0.1 -0.1 0.00
C -5.271 -1.244 1.008 0.0 0.1 0.2 0.00
C -4.361 -0.175 0.396 0.0 -0.1 -0.1 0.01
C -2.906 -0.593 0.571 -0.1 0.0 0.3 0.04
C 2.864 0.688 1.911 -0.1 -0.1 -0.2 0.01
C 3.961 0.286 2.675 0.1 0.0 0.0 0.00
C 4.530 1.120 3.623 0.0 -0.1 0.0 0.00
C 3.992 2.384 3.828 0.0 0.1 0.0 0.00
C 2.903 2.801 3.083 0.0 0.1 0.1 0.00
C 2.338 1.968 2.113 0.1 -0.1 0.0 0.00
P 0.866 2.483 1.145 0.6 0.6 0.0 0.10
C -0.048 3.472 2.460 -0.1 -0.1 -0.3 -0.03
C 0.081 4.997 2.455 0.1 0.0 0.2 -0.01
C -0.249 5.520 3.870 -0.1 -0.1 0.0 0.00
C -1.260 4.620 4.599 0.0 0.0 -0.1 0.00
C -2.251 4.000 3.615 0.0 0.0 0.1 0.00
C -1.545 3.141 2.538 0.1 0.1 0.2 0.02
C 1.524 3.786 -0.062 -0.1 -0.1 0.1 -0.03
C 2.836 4.498 0.319 0.0 -0.1 0.0 0.00
C 4.130 3.734 0.004 -0.1 0.0 -0.1 0.00
C 4.074 3.020 -1.359 0.0 0.1 0.0 0.00
C 2.925 3.550 -2.207 0.0 -0.1 0.1 0.01
C 1.605 3.224 -1.509 0.1 0.2 0.0 0.04
H 4.460 -0.436 -0.180 0.0 0.0 0.0 0.00
H 3.404 -0.905 -1.499 0.0 0.0 0.0 0.00
H 3.887 -2.091 -0.288 0.0 0.0 0.0 0.00
H 3.389 -3.130 1.456 0.0 -0.1 0.0 0.00
H 2.597 -5.195 2.506 0.0 0.0 0.0 0.00
H 0.258 -5.360 3.315 0.0 0.0 0.0 0.00
H -1.214 -3.396 3.180 0.0 0.0 0.0 0.00
H -1.482 0.428 4.340 0.0 0.0 0.0 0.00
H 0.056 -2.131 4.969 0.0 0.0 0.0 0.00
H -1.703 -2.001 4.932 0.1 -0.1 0.0 0.00
H -0.874 -1.852 7.228 -0.1 0.0 0.0 0.00
H -1.657 -0.343 6.761 0.0 0.0 0.0 0.00
H 1.351 -0.864 6.812 0.0 0.0 0.1 0.00
H 0.453 0.146 7.948 0.0 0.0 0.0 0.00
H 1.570 1.521 6.170 0.0 0.0 0.0 0.00
H -0.188 1.674 6.105 0.0 0.0 0.0 0.00
H 1.511 -0.171 4.356 0.0 0.0 -0.1 0.00
H 0.778 1.335 3.840 0.0 -0.1 0.0 0.00
H -2.903 0.140 2.562 0.0 0.0 0.0 0.01
H -3.205 -2.117 3.657 0.0 0.0 0.0 0.00
H -3.233 -2.835 2.042 0.1 0.0 0.0 0.00
H -5.091 -0.643 3.069 0.0 0.0 0.0 0.00
H -5.532 -2.332 2.857 0.0 0.0 0.0 0.00
H -6.312 -0.923 0.952 0.0 0.0 -0.1 0.00
H -5.183 -2.167 0.425 0.0 0.0 0.0 0.00
H -4.535 0.788 0.887 0.0 0.0 0.0 0.00
H -4.599 -0.049 -0.663 0.0 0.1 0.0 0.00
H -2.220 0.151 0.133 -0.7 0.0 -0.1 0.00
H -2.743 -1.526 0.036 0.1 0.0 -0.1 0.01
H 4.370 -0.710 2.528 0.0 0.0 0.0 0.00
H 5.372 0.784 4.215 0.0 0.0 0.0 0.00
H 4.424 3.046 4.568 0.0 0.0 0.0 0.00
H 2.498 3.787 3.278 0.0 0.0 0.0 0.00
H 0.405 3.112 3.384 0.0 0.1 0.0 0.00
H -0.625 5.411 1.729 0.0 0.0 -0.1 0.00
H 1.076 5.335 2.168 -0.1 0.0 0.0 0.00
H -0.644 6.535 3.793 0.0 0.0 0.0 0.00
H 0.669 5.577 4.458 0.0 0.0 0.0 0.00
H -1.799 5.198 5.351 0.0 0.0 0.0 0.00
H -0.743 3.822 5.138 0.0 0.0 0.0 0.00
H -2.810 4.807 3.134 0.0 0.0 0.0 0.00
H -2.982 3.398 4.159 0.0 0.0 -0.1 0.00
H -2.021 3.348 1.579 0.0 -0.1 0.0 -0.01
H -1.671 2.075 2.743 0.0 0.0 0.0 0.04
H 0.737 4.545 -0.036 0.0 0.0 0.0 0.00
H 2.841 4.779 1.371 0.0 0.0 0.0 0.00
H 2.850 5.435 -0.243 0.0 0.0 0.0 0.00
H 4.348 3.009 0.786 0.0 0.0 0.1 0.00
H 4.947 4.458 0.017 0.0 0.0 0.0 0.00
H 3.908 1.949 -1.205 0.0 0.0 0.0 0.01
H 5.024 3.128 -1.886 0.0 -0.1 0.0 0.00
H 2.933 3.085 -3.195 0.0 0.0 0.0 0.00
H 3.024 4.628 -2.358 0.0 0.0 -0.1 0.00
H 1.526 2.136 -1.483 0.0 -0.1 -0.1 0.03
H 0.773 3.607 -2.103 -0.1 -0.1 0.0 0.00
C 0.057 -1.121 -5.322 0.0 0.1 0.0 0.00
C -0.492 -0.200 -4.270 -0.1 0.1 -0.3 -0.04
C -1.537 0.678 -4.575 0.1 0.0 0.3 0.12
C -1.997 1.542 -3.593 0.0 0.0 -0.3 -0.06
C -1.403 1.476 -2.356 0.2 0.1 0.2 0.11
Br -1.954 2.631 -0.949 -0.1 -0.1 -0.2 0.02
N -0.419 0.638 -2.002 -0.6 0.4 -2.6 0.06
C 0.027 -0.176 -2.994 0.1 0.1 0.2 0.15
H -0.754 -1.577 -5.888 0.0 0.0 0.0 0.00
H 0.668 -1.910 -4.886 0.0 0.0 0.0 0.00
H 0.672 -0.559 -6.026 0.0 0.0 0.0 0.00
H -1.973 0.698 -5.565 0.0 0.0 0.0 0.01
H -2.789 2.251 -3.785 0.0 0.0 0.0 0.00
H 0.849 -0.822 -2.719 0.0 0.0 0.0 0.01
N 0.963 -3.202 -1.461 0.2 0.1 0.0 0.00
C -0.202 -2.876 -0.859 -0.2 0.0 -0.3 0.02
N -1.038 -3.894 -0.568 0.0 0.0 0.0 0.00
O -0.544 -1.697 -0.677 0.1 -0.1 0.1 -0.02
H 1.296 -4.150 -1.456 0.0 0.0 0.0 0.00
H 1.662 -2.481 -1.532 0.0 0.0 0.2 0.00
H -0.765 -4.856 -0.649 0.0 0.0 0.0 0.00
H -1.922 -3.682 -0.146 0.0 0.0 0.1 0.00
```
Forces are in eV/Å.